{
  "formula": "C48H60FN5O6S2SeTc",
  "method": "the ωB97M-V functional and the def2-TZVPD basis",
  "elements": ["Tc", "C", "C", "C", "C", "C", "C", "C", "Se", "C", "C", "C", "C", "C", "C", "O", "C", "C", "C", "C", "C", "C", "C", "C", "C", "O", "C", "C", "C", "C", "C", "C", "H", "H", "H", "H", "H", "H", "H", "H", "H", "H", "H", "H", "H", "H", "H", "H", "H", "H", "H", "H", "H", "H", "H", "H", "H", "H", "H", "H", "H", "H", "H", "H", "H", "H", "H", "H", "H", "H", "H", "H", "F", "C", "C", "N", "C", "C", "O", "O", "C", "O", "N", "C", "O", "H", "H", "H", "H", "S", "C", "N", "C", "C", "S", "H", "H", "H", "H", "H", "C", "N", "C", "C", "N", "C", "H", "H", "H", "H", "H", "H", "C", "C", "C", "C", "C", "C", "C", "H", "H", "H", "H", "H"],
  "xyz": [[-0.1818, -0.2786, 0.4677], [-2.8027, 7.0355, 0.6514], [-2.0571, 6.4646, -0.5630], [-0.6900, 7.1410, -0.6552], [-2.8414, 6.7792, -1.8441], [-1.9321, 4.9525, -0.3996], [-0.7088, 4.3051, -0.2788], [-0.7052, 2.9369, -0.0941], [0.8858, 2.0031, 0.3341], [0.7752, 2.2202, 2.2356], [1.2748, 3.3718, 2.7929], [1.1693, 3.5717, 4.1680], [0.5599, 2.5675, 4.9015], [0.0594, 1.3722, 4.3687], [0.1905, 1.1946, 2.9829], [-0.2251, 0.0638, 2.3580], [-0.5797, 0.4038, 5.3777], [0.4899, -0.0499, 6.3827], [-1.2072, -0.8538, 4.7804], [-1.7013, 1.1433, 6.1266], [1.6915, 4.8656, 4.7839], [3.1819, 5.0238, 4.4553], [0.9082, 6.0450, 4.1895], [1.5293, 4.8873, 6.3031], [-1.8519, 2.1599, -0.0500], [-1.6899, 0.8241, 0.1394], [-3.1062, 2.7789, -0.1635], [-3.0778, 4.1649, -0.3284], [-4.4878, 2.1188, -0.0745], [-4.4601, 0.5931, -0.0231], [-5.3226, 2.5082, -1.3052], [-5.1776, 2.6258, 1.2008], [-2.8934, 8.1191, 0.5610], [-3.8086, 6.6227, 0.7354], [-2.2681, 6.8127, 1.5768], [-0.8252, 8.2141, -0.7925], [-0.1048, 6.9999, 0.2561], [-0.1102, 6.7705, -1.5026], [-2.9298, 7.8592, -1.9722], [-2.3362, 6.3722, -2.7213], [-3.8500, 6.3666, -1.8137], [0.2247, 4.8502, -0.3034], [1.7421, 4.1161, 2.1591], [0.4666, 2.7063, 5.9679], [1.2679, -0.6283, 5.8817], [0.9644, 0.7898, 6.8901], [0.0373, -0.6884, 7.1437], [-0.4795, -1.4613, 4.2426], [-1.6160, -1.4510, 5.5982], [-2.0206, -0.5999, 4.1026], [-1.3309, 1.9920, 6.6997], [-2.4544, 1.5110, 5.4274], [-2.1891, 0.4620, 6.8258], [3.3629, 5.0503, 3.3800], [3.5613, 5.9561, 4.8769], [3.7622, 4.1997, 4.8748], [1.0383, 6.1060, 3.1075], [-0.1591, 5.9472, 4.3956], [1.2563, 6.9850, 4.6210], [2.0648, 4.0632, 6.7787], [1.9371, 5.8180, 6.6989], [0.4804, 4.8360, 6.6007], [-4.0311, 4.6702, -0.3999], [-4.0058, 0.1890, -0.9274], [-3.9185, 0.2144, 0.8423], [-5.4911, 0.2349, 0.0300], [-4.8336, 2.1812, -2.2243], [-6.3013, 2.0284, -1.2498], [-5.4907, 3.5816, -1.3766], [-4.6000, 2.3567, 2.0872], [-5.2985, 3.7090, 1.1942], [-6.1693, 2.1783, 1.2894], [-1.1533, -5.2356, -6.0714], [-0.0940, -4.8581, -5.3562], [-0.2206, -4.0190, -4.3271], [0.8740, -3.6074, -3.5865], [0.7496, -2.8023, -2.3836], [-0.2723, -1.6753, -2.3848], [-1.1990, -1.5772, -3.1632], [-0.0341, -0.8204, -1.4316], [2.1389, -4.0984, -3.8432], [3.1084, -3.8270, -3.1516], [2.2307, -4.9297, -4.9318], [1.2038, -5.3912, -5.7624], [1.4176, -6.1402, -6.6796], [-1.1701, -3.5900, -4.0519], [1.7186, -2.3424, -2.2097], [0.5440, -3.4343, -1.5142], [3.1563, -5.2779, -5.1371], [0.7409, -2.5133, 1.0610], [2.2185, -1.9518, 0.5268], [3.2791, -2.6468, 0.2051], [4.5089, -1.9762, -0.2164], [4.2665, -1.1021, -1.4374], [2.7857, -0.0376, -1.2662], [3.2172, -3.6553, 0.1700], [5.2453, -2.7445, -0.4408], [4.8743, -1.3842, 0.6231], [4.1093, -1.7303, -2.3128], [5.1395, -0.4718, -1.6019], [-4.7962, -3.1221, -0.7182], [-3.6794, -2.6517, 0.0896], [-3.4762, -2.8859, 1.4278], [-2.3254, -2.2461, 1.7603], [-1.8257, -1.6339, 0.6348], [-2.6678, -1.8957, -0.3500], [-5.5429, -3.5520, -0.0567], [-4.4615, -3.8801, -1.4232], [-5.2362, -2.2845, -1.2549], [-4.1603, -3.4745, 2.0126], [-1.8293, -2.1750, 2.7098], [-2.5793, -1.5397, -1.3639], [2.2055, -0.4784, 0.4019], [2.9840, 0.1549, 1.5415], [2.8555, -0.3379, 2.8426], [3.5707, 0.2268, 3.8843], [4.4185, 1.3012, 3.6524], [4.5578, 1.7937, 2.3664], [3.8557, 1.2206, 1.3163], [2.1692, -1.1497, 3.0507], [3.4614, -0.1691, 4.8844], [4.9715, 1.7443, 4.4699], [5.2239, 2.6240, 2.1711], [3.9875, 1.6014, 0.3132]],
  "lowdin_charge": [1.3910, -0.0355, -0.5550, -0.0613, -0.0374, -0.1467, -0.0313, -0.3672, 1.2959, -0.3421, -0.0439, -0.1479, 0.0343, -0.0649, -0.2975, -0.3077, -0.5225, -0.0326, -0.0682, -0.0362, -0.5515, -0.0390, -0.0378, -0.0568, -0.2761, -0.2851, -0.0598, 0.0308, -0.5248, -0.0617, -0.0363, -0.0303, 0.0904, 0.0799, 0.0878, 0.0908, 0.0799, 0.0910, 0.0897, 0.0941, 0.0783, 0.1048, 0.1143, 0.0948, 0.0758, 0.0830, 0.0918, 0.0725, 0.0949, 0.0786, 0.0786, 0.0939, 0.0904, 0.0771, 0.0904, 0.0813, 0.0736, 0.0926, 0.0902, 0.0899, 0.0907, 0.0898, 0.1051, 0.0803, 0.0818, 0.0933, 0.0970, 0.0898, 0.0771, 0.0920, 0.0817, 0.0905, 0.1046, -0.1830, 0.0609, 0.0277, -0.0525, -0.5753, 0.0751, -0.2731, -0.4569, 0.0535, 0.2218, -0.3900, 0.1274, 0.1356, 0.0805, 0.1134, 0.1722, 0.8903, -0.7689, 0.0784, -0.1647, -0.3755, 0.9451, 0.1647, 0.1380, 0.1234, 0.0577, 0.0874, 0.0187, -0.0965, -0.0213, -0.1241, -0.1252, -0.1465, 0.0980, 0.1008, 0.0953, 0.1299, 0.0770, 0.1317, -0.6461, -0.3210, -0.0438, -0.0483, -0.0642, -0.0588, -0.0982, 0.0991, 0.1056, 0.1093, 0.1141, 0.0822],
  "de_lowest_kj_mol": 0.0,
  "lumo_energy_ev": -4.2,
  "charge": 1,
  "orbital_gap_ev": 6.25
}

***

{
  "formula": "C4H9O2S",
  "method": "the ωB97M-V functional and the def2-TZVPD basis",
  "elements": ["C", "C", "S", "H", "H", "H", "H", "H", "H", "C", "C", "O", "O", "H", "H", "H"],
  "xyz": [[0.8427, -2.1830, -1.5413], [1.3623, -0.3957, 0.5943], [2.1925, -1.3144, -0.7446], [0.9067, -3.2738, -1.6239], [-0.0887, -1.9961, -1.0128], [0.7776, -1.8673, -2.5878], [1.0428, -1.0443, 1.4009], [0.4815, 0.1582, 0.2447], [1.9648, 0.4305, 0.9527], [-1.1698, 1.3431, 1.1857], [-1.4925, 2.0086, -0.2014], [-1.4747, 1.2691, -1.2017], [-1.7505, 3.2312, -0.1055], [-0.2166, 1.4102, 1.6806], [-1.5730, 0.3358, 1.0581], [-1.8052, 1.8878, 1.9020]],
  "lowdin_charge": [-0.4565, -0.4407, 0.7059, 0.0194, 0.0352, 0.0245, 0.0320, -0.0067, 0.0310, -0.0840, -0.7968, -0.0966, -0.1141, 0.0345, 0.0577, 0.0552],
  "de_lowest_kj_mol": 102.2,
  "lumo_energy_ev": 3.1,
  "charge": -1,
  "orbital_gap_ev": 7.12
}

***

{
  "formula": "C36H36O12",
  "method": "the ωB97M-V functional and the def2-TZVPD basis",
  "elements": ["O", "C", "C", "C", "C", "O", "C", "C", "H", "H", "H", "H", "H", "H", "O", "C", "C", "C", "C", "O", "C", "C", "H", "H", "H", "H", "H", "H", "O", "C", "C", "C", "C", "O", "C", "C", "H", "H", "H", "H", "H", "H", "O", "C", "C", "C", "C", "O", "C", "C", "H", "H", "H", "H", "H", "H", "O", "C", "C", "C", "C", "O", "C", "C", "H", "H", "H", "H", "H", "H", "O", "C", "C", "C", "C", "O", "C", "C", "H", "H", "H", "H", "H", "H"],
  "xyz": [[1.0561, 3.4885, -4.0676], [1.0383, 3.9702, -2.7506], [1.9262, 3.3340, -1.9184], [2.0492, 3.7909, -0.4051], [1.1330, 4.6770, 0.0493], [0.9645, 5.0275, 1.3953], [0.1913, 5.0654, -0.8234], [0.1700, 4.7894, -2.2199], [0.6369, 3.9991, -4.6680], [2.5318, 2.6269, -2.4267], [2.7430, 3.3359, 0.1416], [1.5694, 4.4935, 1.8215], [-0.5570, 5.6773, -0.4439], [-0.7372, 5.3959, -2.6850], [-1.2541, 1.8789, -4.3867], [-0.8382, 0.6505, -4.9963], [0.3572, 0.4627, -5.6357], [0.6933, -0.8252, -6.2290], [-0.0892, -1.8957, -6.1381], [-0.0013, -3.2230, -6.5775], [-1.2702, -1.7756, -5.2678], [-1.6677, -0.4849, -4.7444], [-0.6712, 2.5399, -3.9793], [0.7720, 1.2852, -5.7964], [1.5683, -0.7725, -6.9812], [0.8265, -3.2864, -6.8958], [-1.8613, -2.6550, -5.1779], [-2.4207, -0.5449, -4.3196], [-0.5771, -1.7160, -1.9295], [-0.3299, -0.8180, -0.9373], [0.3772, -1.3777, 0.2106], [0.6459, -0.5299, 1.4986], [0.3364, 0.8692, 1.3758], [0.9004, 1.8282, 2.1654], [-0.3440, 1.3635, 0.1590], [-0.7711, 0.5187, -0.9393], [-0.8805, -1.2501, -2.7542], [0.5861, -2.4151, 0.2044], [1.2472, -1.1451, 2.1472], [0.9407, 1.7725, 3.1011], [-0.5451, 2.3887, 0.1324], [-1.3045, 1.0603, -1.6074], [0.3838, -2.4029, 5.5045], [0.7368, -2.9946, 4.3389], [-0.3077, -3.4794, 3.4721], [0.1912, -4.3369, 2.3091], [1.4611, -4.5683, 2.1809], [1.9200, -5.4694, 1.1248], [2.4694, -4.0906, 2.9027], [2.1360, -3.3832, 4.0757], [-0.3768, -2.6766, 5.7923], [-1.2657, -3.2117, 3.6604], [-0.5523, -4.7879, 1.6352], [2.6799, -6.0783, 1.1737], [3.6096, -4.2234, 2.5623], [2.9719, -3.1002, 4.9232], [-1.9813, -8.1729, -4.3077], [-1.9845, -7.0379, -3.6450], [-0.8688, -6.0766, -3.5375], [-0.8929, -4.9140, -2.5221], [-1.9200, -4.7857, -1.6859], [-1.9752, -3.7486, -0.8787], [-2.9608, -5.7402, -1.7431], [-3.0325, -6.8767, -2.5156], [-1.6112, -8.1635, -5.0448], [-0.1257, -6.1361, -4.2120], [-0.0216, -4.2659, -2.4858], [-1.2132, -3.3110, -0.8821], [-4.0116, -5.5513, -0.9405], [-3.6236, -7.7066, -2.4204], [-2.1612, 6.5864, 7.7178], [-1.0495, 6.3326, 6.9588], [-0.1056, 7.3320, 6.6284], [1.0079, 6.9487, 5.6282], [1.0713, 5.6987, 5.1536], [2.0737, 5.3072, 4.1892], [0.2010, 4.6940, 5.5592], [-0.8483, 5.0328, 6.4416], [-2.1110, 7.5225, 8.2746], [-0.1457, 8.5302, 6.8314], [1.7423, 7.7830, 5.3569], [2.5799, 6.0434, 4.0280], [0.3017, 3.7757, 5.1561], [-1.5311, 4.1287, 6.5414]],
  "lowdin_charge": [0.0438, -0.3719, 0.0849, 0.0723, -0.3485, 0.0688, -0.0310, -0.0282, 0.0486, 0.1010, 0.0614, 0.0279, 0.1007, 0.1665, -0.0021, -0.2303, 0.0106, -0.0140, -0.2906, 0.0719, 0.0646, 0.0272, 0.0629, 0.0272, 0.1435, 0.0307, 0.1074, -0.0139, 0.0022, -0.2991, 0.0518, 0.0578, -0.2890, 0.0224, 0.0278, 0.0195, 0.0998, 0.0672, 0.0729, 0.0875, 0.0761, 0.0644, 0.0857, -0.3028, 0.0688, -0.0001, -0.3838, -0.0329, -0.0685, -0.0038, 0.0086, 0.0670, 0.1273, 0.0989, 0.1702, 0.1616, 0.1320, -0.2594, 0.0521, 0.0026, -0.4210, 0.0900, -0.0415, -0.0021, -0.0160, 0.0371, 0.1086, -0.0185, 0.1951, 0.0655, -0.0267, -0.3693, 0.0069, -0.0226, -0.3100, 0.0299, -0.0056, -0.0003, 0.2002, 0.1478, 0.1286, 0.0371, 0.0727, 0.1378],
  "de_lowest_kj_mol": 1186.0,
  "lumo_energy_ev": 0.5,
  "smiles": "Oc1ccc(O)cc1.Oc1ccc(O)cc1.Oc1ccc(O)cc1.Oc1ccc(O)cc1.Oc1ccc(O)cc1.Oc1ccc(O)cc1",
  "orbital_gap_ev": 8.03
}

***

{
  "formula": "F2HNO5S3",
  "method": "the ωB97M-V functional and the def2-TZVPD basis",
  "elements": ["N", "O", "O", "O", "O", "O", "F", "F", "S", "S", "S", "H"],
  "xyz": [[0.1510, 0.9607, 0.8050], [2.6570, 0.4730, -1.1286], [0.0659, 1.7595, -1.5887], [-1.7009, 0.7000, -3.1195], [2.2843, -1.9744, -1.0042], [-1.0695, -0.5700, -1.0681], [-2.1743, 1.4124, -0.9847], [0.5990, -0.2040, -2.7737], [0.8098, 1.7957, -0.1720], [-1.0995, 0.5278, -1.9037], [2.4842, -0.8242, -1.8117], [-0.8200, 0.5874, 0.7427]],
  "lowdin_charge": [-0.1928, -0.5621, -0.4920, -0.1575, -0.3860, -0.2293, -0.2278, -0.4760, 1.1506, 0.5762, 0.9179, 0.0788],
  "de_lowest_kj_mol": 148.1,
  "lumo_energy_ev": -2.8,
  "orbital_gap_ev": 8.06
}